C62H78BClF5N2O4SSeTl | ωB97M-V/def2-TZVPD

- total charge = -2
- ΔE to the lowest compared entry with this formula, charge and spin (kcal per mole) = 29.43
- Kohn-Sham gap (eV) = 6.055
- energy (hartree) = -6776.4910
- HOMO level (eV) = -2.267

Geometry (Å):
Tl: 0.82755 -0.12940 0.21936
C: -2.72078 3.02680 -5.85488
C: -1.30674 3.55712 -5.57657
C: -0.33475 2.95440 -6.60079
C: -1.32034 5.07376 -5.76868
C: -0.88047 3.16097 -4.16480
C: -0.81567 1.82488 -3.80547
C: -0.46417 1.45925 -2.52125
Se: -0.53475 -0.40728 -2.13000
C: -2.28113 -0.38295 -1.32084
C: -3.33890 -0.45568 -2.20512
C: -4.64964 -0.30001 -1.77104
C: -4.81048 -0.01527 -0.41932
C: -3.77221 0.07410 0.50302
C: -2.43835 -0.22252 0.08782
O: -1.44324 -0.34671 0.89832
C: -4.14686 0.52802 1.91922
C: -2.95505 0.71487 2.85245
C: -4.86563 1.88711 1.83169
C: -5.09106 -0.49695 2.56592
C: -5.80496 -0.42089 -2.76158
C: -5.64822 0.62340 -3.87680
C: -7.16328 -0.20439 -2.09447
C: -5.79853 -1.82309 -3.38816
C: -0.13779 2.37495 -1.48159
O: 0.12610 1.96541 -0.27429
C: -0.13431 3.74925 -1.88171
C: -0.53136 4.07246 -3.17568
C: 0.25995 4.94985 -1.00187
C: -0.97997 5.82904 -0.77590
C: 0.84026 4.59758 0.36125
C: 1.34672 5.76469 -1.72591
H: -3.05258 3.31552 -6.85711
H: -2.75265 1.93870 -5.78700
H: -3.42797 3.42475 -5.12440
H: -0.63147 3.22193 -7.61974
H: 0.67803 3.32047 -6.42449
H: -0.30871 1.86688 -6.52885
H: -1.64038 5.30915 -6.78727
H: -2.01235 5.55849 -5.07686
H: -0.32811 5.50334 -5.61882
H: -1.04633 1.04126 -4.51892
H: -3.11876 -0.60966 -3.25658
H: -5.81264 0.16765 -0.05270
H: -2.21622 1.39856 2.43372
H: -3.32147 1.12651 3.79976
H: -2.45299 -0.22987 3.04233
H: -4.22931 2.61451 1.32432
H: -5.80668 1.82314 1.28376
H: -5.08456 2.26093 2.83644
H: -4.60399 -1.47336 2.61176
H: -5.34610 -0.19014 3.58560
H: -6.01899 -0.60328 2.00069
H: -5.65334 1.63135 -3.45772
H: -4.70685 0.49378 -4.41107
H: -6.46437 0.54139 -4.60146
H: -7.24620 0.79948 -1.67292
H: -7.95742 -0.32524 -2.83595
H: -7.33410 -0.92788 -1.29472
H: -4.85641 -2.01998 -3.90019
H: -5.92183 -2.58438 -2.61528
H: -6.61166 -1.92705 -4.11348
H: -0.55404 5.12378 -3.42837
H: -1.76070 5.25625 -0.27032
H: -0.72365 6.68913 -0.14962
H: -1.39090 6.20196 -1.71673
H: 0.12606 4.05911 0.98123
H: 1.72971 3.98766 0.24355
H: 1.11702 5.53060 0.86584
H: 1.00737 6.16202 -2.68398
H: 1.64969 6.61032 -1.10074
H: 2.22085 5.13516 -1.89985
F: 3.54744 -7.38890 -0.95457
C: 3.17612 -6.26860 -1.61959
C: 2.95600 -5.08220 -0.94516
F: 3.12485 -5.05328 0.39457
C: 2.58335 -3.94325 -1.63323
F: 2.37633 -2.82509 -0.89221
C: 2.39570 -3.89632 -3.02694
S: 1.91518 -2.47792 -3.86324
C: 2.63212 -5.13154 -3.66235
F: 2.48757 -5.23535 -4.99854
C: 3.00804 -6.27838 -2.99304
F: 3.21538 -7.43149 -3.67129
C: -1.13998 -3.37406 -0.38314
C: -0.31635 -3.74833 0.85322
C: -0.16877 -5.27004 0.95965
C: -0.94170 -3.21397 2.12303
C: -2.27763 -3.53665 2.36217
C: -2.90800 -3.17309 3.53192
C: -2.20361 -2.46846 4.49601
C: -0.88365 -2.09264 4.29107
C: -0.15303 -1.26001 5.34155
C: 0.04729 0.18677 4.88300
C: -0.81903 -1.26732 6.71629
C: -0.25610 -2.47213 3.08554
N: 1.11306 -2.08147 2.90830
B: 1.73637 -1.14368 2.01003
N: 3.07806 -0.97880 2.50895
C: 3.24162 -1.87299 3.57063
C: 2.09000 -2.52109 3.80593
C: 4.21932 -0.22018 2.06729
C: 4.29640 1.12218 2.44672
C: 5.40060 1.86250 2.04143
C: 6.42606 1.29143 1.31407
C: 6.36014 -0.05077 0.99673
C: 5.26202 -0.82924 1.35609
C: 5.28950 -2.29600 0.97595
C: 5.76196 -2.49491 -0.46619
C: 6.20486 -3.08844 1.91622
C: 3.28405 1.83711 3.32618
C: 1.88089 1.96033 2.75463
C: 3.25513 1.25998 4.74635
H: -0.55878 -3.51301 -1.29780
H: -1.46777 -2.33554 -0.32998
H: -2.03598 -3.99528 -0.46252
H: 0.67851 -3.32299 0.74246
H: -1.13591 -5.73047 1.17805
H: 0.52929 -5.54765 1.75093
H: 0.19727 -5.68363 0.02038
H: -2.82505 -4.08716 1.60790
H: -3.94757 -3.42967 3.69761
H: -2.71213 -2.17662 5.40388
H: 0.83839 -1.69351 5.47877
H: -0.88138 0.74725 4.97717
H: 0.35118 0.23322 3.84044
H: 0.81223 0.68034 5.48680
H: -1.77244 -0.73511 6.70078
H: -0.17090 -0.75394 7.42951
H: -0.99506 -2.28029 7.08334
H: 4.17769 -1.94587 4.09755
H: 1.88477 -3.29057 4.53123
H: 5.43423 2.91892 2.27820
H: 7.26725 1.89166 0.99049
H: 7.17238 -0.50276 0.44306
H: 4.28144 -2.70162 1.06066
H: 6.80233 -2.18796 -0.59198
H: 5.14873 -1.93058 -1.16564
H: 5.70830 -3.54619 -0.73663
H: 7.21115 -2.66100 1.91228
H: 6.27151 -4.12781 1.58825
H: 5.83824 -3.08102 2.94322
H: 3.66738 2.85863 3.40450
H: 1.33384 1.02365 2.83440
H: 1.91254 2.25541 1.71185
H: 1.31961 2.71556 3.31012
H: 2.85234 0.24644 4.74631
H: 2.61675 1.87224 5.38876
H: 4.25739 1.23213 5.18069
Cl: 4.80504 2.07644 -3.60896
C: 3.99921 0.99690 -2.42778
C: 3.38638 1.71164 -1.22200
O: 3.46388 2.92399 -1.08650
O: 2.83047 0.88573 -0.41895
H: 4.75303 0.30702 -2.05908
H: 3.23576 0.42371 -2.95201

C5H9N | ωB97M-V/def2-TZVPD

- total charge = 0
- ΔE to the lowest compared entry with this formula, charge and spin (kcal per mole) = 49.23
- Kohn-Sham gap (eV) = 9.199
- energy (hartree) = -250.5885
- HOMO level (eV) = -7.978

Geometry (Å):
C: -2.94375 -0.16798 -0.11408
C: -1.69668 0.33169 -0.22891
N: -0.57399 -0.46861 -0.02486
C: 0.58850 0.09301 0.62659
C: 2.78044 0.57227 -0.37185
C: 1.89695 -0.35151 0.01039
H: -3.02130 -1.07526 0.47878
H: -3.84938 0.37693 -0.29806
H: -1.45452 1.38675 -0.16246
H: -0.83714 -1.42098 0.19368
H: 0.55420 -0.11670 1.70427
H: 0.54182 1.16219 0.41277
H: 3.61863 0.43022 -1.04397
H: 2.73161 1.61508 -0.04179
H: 1.96327 -1.33153 -0.44770

CH3N5S | ωB97M-V/def2-TZVPD

- total charge = 0
- ΔE to the lowest compared entry with this formula, charge and spin (kcal per mole) = 19.87
- Kohn-Sham gap (eV) = 9.809
- energy (hartree) = -711.7719
- HOMO level (eV) = -9.530

Geometry (Å):
C: 1.74373 -0.02673 -0.12401
N: 2.11532 1.21680 -0.12988
N: 3.38468 1.40228 0.02208
N: 4.12698 0.45631 0.10656
N: -0.65949 0.06292 0.14120
N: 0.56700 -0.64302 -0.06829
S: 3.32413 -1.05187 0.02092
H: -0.80735 0.33481 1.13240
H: -0.64940 0.95507 -0.40658
H: 0.32324 -1.34101 -0.81964

C25H39AsFGeN3OS4SeSiTc | ωB97M-V/def2-TZVPD

- total charge = +3
- ΔE to the lowest compared entry with this formula, charge and spin (kcal per mole) = 0.00
- Kohn-Sham gap (spin up / spin down) (eV) = 5.580 / 5.578
- energy (hartree) = -9991.6794
- HOMO level (spin up / spin down) (eV) = -16.365 / -16.367

Geometry (Å):
Tc: -0.09476 0.51171 0.18828
C: 1.16173 -2.89805 -2.71891
Si: -0.11215 -1.75184 -2.01618
C: -0.04280 -0.12961 -2.97326
C: -1.79818 -2.50592 -1.80898
N: 0.44091 -1.18654 -0.29774
C: 1.59544 -1.76644 0.28368
C: 1.84406 -3.13781 0.30906
C: 2.98373 -3.61075 0.94147
C: 3.88702 -2.73640 1.53599
C: 3.65084 -1.36447 1.54015
C: 2.50478 -0.94075 0.92427
F: 2.14101 0.39744 0.94120
H: 1.07223 -2.84967 -3.80815
H: 1.01186 -3.93815 -2.43158
H: 2.18324 -2.60952 -2.46824
H: -1.00283 0.14680 -3.41078
H: 0.67184 -0.25349 -3.78942
H: 0.33498 0.75550 -2.43654
H: -2.51067 -2.11936 -2.53936
H: -2.21122 -2.34094 -0.81211
H: -1.73542 -3.58522 -1.95962
H: 1.14184 -3.82459 -0.14339
H: 3.17375 -4.67473 0.96791
H: 4.77734 -3.12285 2.01263
H: 4.32234 -0.66348 2.01661
S: -2.56869 3.61039 -1.27387
As: -4.55131 3.46017 -1.60195
S: -3.70650 0.75093 0.35310
S: -2.04132 0.61204 -0.77363
S: -5.09461 1.27391 -1.01655
C: 2.38812 6.13235 -1.71905
N: 1.58330 5.38737 -0.75669
N: 1.37920 4.03516 -0.86272
C: 0.60867 3.64985 0.18251
O: 0.25992 2.41078 0.39247
C: 0.30037 4.77389 0.93703
C: 0.92692 5.84612 0.31530
C: 0.94367 7.28045 0.70621
C: 1.99006 3.23840 -1.88293
C: 1.57932 3.39106 -3.20051
C: 2.23431 2.67990 -4.19472
C: 3.26548 1.80960 -3.86294
C: 3.65150 1.64871 -2.53793
C: 3.02390 2.37867 -1.53769
H: 3.21572 5.51377 -2.05541
H: 2.79060 7.00276 -1.20960
H: 1.78717 6.44772 -2.57024
H: -0.29794 4.80659 1.82957
H: 0.16679 7.46999 1.44206
H: 0.77508 7.93182 -0.15020
H: 1.90400 7.54304 1.15374
H: 0.77455 4.07338 -3.44474
H: 1.94509 2.81098 -5.22852
H: 3.78352 1.26860 -4.64354
H: 4.47386 0.99125 -2.28932
H: 3.35502 2.31922 -0.50922
C: -0.71844 -0.65100 6.22630
Ge: 0.38920 -1.79999 5.10914
C: 2.24773 -1.21491 5.09941
C: 0.15264 -3.69420 5.45590
C: -0.18440 -1.60065 3.16520
Se: -0.42041 0.26039 2.67331
C: -2.27510 0.38780 3.21169
H: -0.33658 -0.68838 7.24678
H: -1.75511 -0.98746 6.25335
H: -0.68023 0.39487 5.91612
H: 2.59409 -1.04319 6.11806
H: 2.36650 -0.27813 4.55065
H: 2.88787 -1.97362 4.64929
H: 0.54078 -3.93670 6.44500
H: 0.69035 -4.29814 4.72540
H: -0.90180 -3.96692 5.43111
H: -1.11349 -2.11371 2.91778
H: 0.61842 -2.01057 2.55453
H: -2.26779 0.23041 4.28795
H: -2.86556 -0.38149 2.72253
H: -2.63363 1.38905 2.99045